Model i:
DFT (wB97M-V/def2-TZVPD) results for a molecular structure, C2H6Si2.

Geometry (Å):
C1 -0.014 -1.296 -0.058
C2 0.007 1.287 -0.099
Si1 1.421 0.024 -0.169
Si2 -1.409 0.020 -0.196
H1 0.083 -1.831 0.782
H2 -0.055 1.976 0.853
H3 2.297 -0.747 0.615
H4 2.008 0.341 -1.457
H5 -2.139 -0.223 -1.456
H6 -2.376 -0.358 0.951

Calculated values
Kohn-Sham gap (alpha / beta) (eV): 7.6577 / 8.5478
HOMO (alpha / beta) (eV): -8.83 / -9.30

Atom charges from the natural (NBO) analysis, given in e for atoms 1 to 8: atom 1 (C): -0.7862, atom 2 (C): -0.9607, atom 3 (Si): 1.0362, atom 4 (Si): 1.0167, atom 5 (H): 0.1602, atom 6 (H): 0.2212, atom 7 (H): -0.1693, atom 8 (H): -0.1875

=====

Model ii:
DFT (wB97M-V/def2-TZVPD) results for C2H6Si2 in the gas phase.

Geometry (Å):
C1 0.653 -0.064 -0.149
C2 -0.667 -0.256 -0.166
Si1 2.435 0.052 0.154
Si2 -2.419 0.140 0.094
H1 2.696 1.122 -0.839
H2 2.951 -1.379 -0.088
H3 2.339 0.563 1.453
H4 -2.292 0.816 1.371
H5 -3.097 -1.110 -0.024
H6 -2.690 0.989 -0.947

Calculated values
Kohn-Sham gap (eV): 10.2642
SMILES: [SiH3]C#C[SiH3]
HOMO (eV): -9.41

Atom charges from the natural (NBO) analysis, given in e for atoms 1 to 8: atom 1 (C): -0.4342, atom 2 (C): -0.4418, atom 3 (Si): 0.8360, atom 4 (Si): 0.8870, atom 5 (H): -0.1308, atom 6 (H): -0.1140, atom 7 (H): -0.1452, atom 8 (H): -0.1401

=====

Most stable: model ii (next structure +0.0710 hartree)

=====

Model i:
DFT (wB97M-V/def2-TZVPD) results for a gas-phase ion, C4H11N2S (charge +1).

Geometry (Å):
C1 0.695 0.102 0.911
C2 1.852 -0.784 0.831
C3 -0.314 -0.473 -1.275
C4 -1.670 0.539 0.467
N1 2.940 0.819 -0.743
N2 -0.525 -0.320 0.163
S1 3.342 -0.313 0.154
H1 0.329 0.275 2.021
H2 1.187 1.034 0.326
H3 2.031 -1.592 1.553
H4 -1.321 -0.329 -1.833
H5 -0.003 -1.557 -1.545
H6 0.396 0.246 -1.537
H7 -1.882 1.407 -0.165
H8 -2.630 0.017 0.296
H9 -1.489 0.739 1.598
H10 3.586 1.241 -1.438
H11 -0.765 -1.143 0.693

Calculated values
Kohn-Sham gap (eV): 8.3035
Charge: +1
HOMO (eV): -12.67

Atom charges from the natural (NBO) analysis, given in e for atoms 1 to 8: atom 1 (C): -0.3257, atom 2 (C): -0.6218, atom 3 (C): -0.4328, atom 4 (C): -0.4369, atom 5 (N): -1.0537, atom 6 (N): -0.3542, atom 7 (S): 1.1199, atom 8 (H): 0.2459

=====

Model ii:
DFT (wB97M-V/def2-TZVPD) results for 2 unconnected molecules or ions with the total composition C4H11N2S.

Geometry (Å):
C1 -1.064 -0.443 -0.805
C2 -2.448 -0.027 -0.172
C3 -2.994 1.374 -0.217
C4 1.180 -1.141 0.666
N1 3.248 0.595 -0.483
N2 -2.517 0.951 0.884
S1 0.262 0.233 0.328
H1 -0.990 -1.557 -0.673
H2 -1.203 -0.183 -1.877
H3 -3.127 -0.874 -0.058
H4 3.904 0.452 -1.252
H5 -3.242 2.358 -0.537
H6 1.720 -1.630 -0.136
H7 2.055 -0.987 1.342
H8 0.604 -2.032 1.174
H9 3.521 1.473 -0.243
H10 -2.402 1.455 1.773
H11 3.493 -0.015 0.285

Calculated values
Kohn-Sham gap (eV): 7.0261
Charge: +1
HOMO (eV): -12.11

Atom charges from the natural (NBO) analysis, given in e for atoms 1 to 8: atom 1 (C): -0.5698, atom 2 (C): 0.0048, atom 3 (C): 0.2557, atom 4 (C): -0.8441, atom 5 (N): -1.0651, atom 6 (N): -0.4001, atom 7 (S): 0.3008, atom 8 (H): 0.2550

=====

Model iii:
DFT (wB97M-V/def2-TZVPD) results for 2 unconnected molecules or ions with the total composition C4H11N2S.

Geometry (Å):
C1 -1.781 -0.261 0.026
C2 -1.125 1.020 0.650
C3 -0.799 -0.085 -1.085
C4 2.154 -0.404 0.497
N1 1.756 -1.623 -0.015
N2 -0.065 0.974 -0.365
S1 3.314 0.442 -0.314
H1 -1.591 -1.202 0.772
H2 -2.789 0.039 -0.334
H3 -1.792 1.949 0.515
H4 -0.700 1.009 1.693
H5 -0.204 -0.918 -1.423
H6 -1.199 0.347 -1.934
H7 1.760 -0.045 1.470
H8 0.929 -2.063 0.482
H9 2.088 -2.003 -0.960
H10 0.016 1.952 -0.815
H11 3.165 1.615 0.389

Calculated values
Kohn-Sham gap (eV): 8.1623
Charge: +1
HOMO (eV): -12.79

Atom charges from the natural (NBO) analysis, given in e for atoms 1 to 8: atom 1 (C): -0.4311, atom 2 (C): -0.2170, atom 3 (C): -0.2265, atom 4 (C): 0.0203, atom 5 (N): -0.7257, atom 6 (N): -0.6484, atom 7 (S): 0.2694, atom 8 (H): 0.2087

=====

Most stable: model iii (next structure +0.0298 hartree)